[1]
Density functional theory data (ωB97M-V/def2-TZVPD) for a structure of composition C4H8O3Sr at a distorted geometry.

Its spin multiplicity is 2. The value obtained for the LUMO energy (alpha / beta) is -4.108 / -4.033 eV. Its charge is +1. The total energy is -413.2845 a.u. The expectation value of S² is 0.754. The HOMO energy (alpha / beta) comes out at -9.880 / -13.026 eV. Its frontier orbital gap (alpha / beta) is 0.212 / 0.330 Ha.

Cartesian coordinates (Å):
C 1.11 -1.56 0.19
H 0.17 3.02 1.10
C 0.87 -2.81 -0.58
H 2.18 -1.34 0.40
Sr -1.72 0.03 1.49
H 0.27 1.94 -1.12
H 0.40 0.23 -1.39
H 1.02 -2.56 -1.65
C -0.52 1.19 -1.11
O -1.66 0.74 -0.73
H -0.15 -3.19 -0.47
O 0.33 -1.24 1.13
H -1.35 3.85 0.39
C -0.91 2.96 0.88
H 1.62 -3.55 -0.27
O -1.64 2.29 1.74

=====

[2]
Density functional theory data (ωB97M-V/def2-TZVPD) for a structure of composition C7H8Br4F9O9S3Ti at a distorted geometry.

Its spin multiplicity is 4. The value obtained for the LUMO energy (alpha / beta) is 3.497 / 3.492 eV. Its charge is -2. The total energy is -14187.6742 a.u. The expectation value of S² is 3.757. The HOMO energy (alpha / beta) comes out at -0.192 / -3.606 eV. Its frontier orbital gap (alpha / beta) is 0.136 / 0.261 Ha.

Cartesian coordinates (Å):
O -13.31 -20.61 12.36
F -6.96 -13.68 9.22
F -13.66 -16.24 8.15
S -11.89 -20.97 12.03
O -11.66 -21.64 10.71
H -11.68 -14.13 10.45
S -8.21 -16.09 9.41
C -13.81 -17.59 8.07
F -9.12 -13.58 9.70
F -14.27 -17.85 6.86
Br -12.41 -16.06 12.56
F -14.67 -17.99 9.03
H -6.03 -18.79 15.01
O -8.82 -16.10 8.07
F -11.98 -23.42 13.09
Br -7.10 -20.19 16.87
H -12.31 -13.68 13.39
C -7.94 -14.26 9.89
O -6.85 -16.71 9.47
C -12.58 -14.08 12.42
H -10.58 -13.69 11.65
O -9.07 -16.58 10.48
H -6.50 -20.57 14.57
Br -11.78 -11.59 10.99
O -11.62 -18.03 9.72
Br -7.70 -18.45 12.56
H -8.29 -18.14 14.96
F -7.58 -14.24 11.19
C -11.36 -22.28 13.40
O -11.20 -17.73 7.36
F -11.67 -21.88 14.65
C -11.62 -13.53 11.36
H -8.86 -19.77 14.51
S -12.02 -18.41 8.38
O -10.95 -19.88 12.36
C -8.06 -19.04 14.39
Ti -10.39 -17.69 11.89
F -10.04 -22.46 13.35
H -13.56 -13.80 12.04
O -12.15 -19.85 8.13
C -6.74 -19.61 15.01

=====

[3]
Density functional theory data (ωB97M-V/def2-TZVPD) for a cluster of 3 separate species, C2H7NS in total at a distorted geometry.

The value obtained for the LUMO energy is 0.523 eV. The total energy is -533.2343 a.u. The HOMO energy comes out at -8.573 eV. Its frontier orbital gap is 0.334 Ha.

Cartesian coordinates (Å):
S 0.12 -0.29 2.36
C 0.68 0.49 -1.22
H -1.35 0.78 0.19
H -0.17 -1.43 -1.26
H 0.81 1.47 -0.77
N -1.48 -0.10 -0.30
H 1.21 0.22 2.97
H 0.73 -0.19 0.48
H -1.69 -0.76 0.44
C -0.27 -0.41 -0.90
H 1.40 0.22 -1.99

=====

[4]
Density functional theory data (ωB97M-V/def2-TZVPD) for the molecule C11H14N2S.

The value obtained for the LUMO energy is 0.752 eV. Its SMILES is c1ccc(CCNC2=NCCS2)cc1. The total energy is -935.2603 a.u. The HOMO energy comes out at -8.316 eV. Its frontier orbital gap is 0.333 Ha.

Cartesian coordinates (Å):
H 0.72 -0.64 4.42
C 0.22 1.77 -0.39
H -1.20 -2.97 -0.74
H -1.32 1.51 4.57
C -0.81 -2.31 -1.49
H 0.59 0.08 -4.16
H 1.72 1.22 -1.82
N 0.96 1.14 0.68
C 0.13 -0.17 -2.08
C -0.23 -1.86 -3.77
C -0.98 0.66 3.98
C 0.51 0.95 1.93
C 0.20 -0.60 -3.40
C 0.63 1.22 -1.75
C -0.37 -1.04 -1.13
H 0.39 2.85 -0.38
H 1.97 1.13 0.59
S -1.27 1.04 2.23
H -1.58 -0.22 4.24
H 0.26 1.90 -2.52
H -0.85 1.59 -0.21
C -0.74 -2.72 -2.81
H -1.07 -3.71 -3.09
N 1.23 0.66 2.92
H -0.17 -2.17 -4.80
H -0.44 -0.75 -0.09
H 0.96 1.04 4.92
C 0.54 0.40 4.14

=====

[5]
Density functional theory data (ωB97M-V/def2-TZVPD) for a cluster of 2 separate species, CH5IOSi in total at a distorted geometry.

Its spin multiplicity is 3. The value obtained for the LUMO energy (alpha / beta) is 0.496 / -4.117 eV. The total energy is -703.3342 a.u. The expectation value of S² is 2.007. The HOMO energy (alpha / beta) comes out at -6.880 / -9.424 eV. Its frontier orbital gap (alpha / beta) is 0.271 / 0.195 Ha.

Cartesian coordinates (Å):
C 0.88 1.59 0.98
H -0.11 -3.01 -1.49
H 1.62 1.41 0.23
O -0.89 -0.44 -0.94
Si -1.20 -1.85 -1.47
H -2.56 -2.43 -1.48
H 0.10 1.19 0.43
H 0.89 2.65 0.82
I 1.28 0.90 2.90

=====

[6]
Density functional theory data (ωB97M-V/def2-TZVPD) for a structure of composition C20H28N2SiZn at a distorted geometry.

The value obtained for the LUMO energy is -0.712 eV. The total energy is -2957.0755 a.u. The HOMO energy comes out at -6.556 eV. Its frontier orbital gap is 0.215 Ha.

Cartesian coordinates (Å):
H 3.57 -3.02 1.79
H 0.52 0.40 -4.86
C -2.61 1.21 -3.75
C 1.13 -3.73 0.13
H 0.86 3.47 -0.39
C -2.29 1.59 -2.44
H 1.08 1.07 -2.55
H -1.05 -3.29 0.49
C -0.12 -3.06 -0.04
C 1.43 -2.04 -1.41
C -0.28 0.72 -4.19
C 2.82 -1.34 2.91
C -4.24 0.88 1.57
H 3.09 -3.48 -0.93
H -3.26 0.28 -0.23
N 4.08 -1.23 0.80
H 1.00 -1.75 1.95
H 4.76 -0.49 0.98
H 2.47 -1.99 3.72
H 0.76 0.42 -0.25
C 3.87 -2.01 2.07
C -4.29 1.83 2.61
H -3.65 1.26 -4.08
Si -0.64 1.39 -0.15
H 4.83 -2.07 2.62
C 0.04 1.08 -2.87
Zn 2.32 -0.34 0.14
H 4.53 -1.83 0.10
H 3.23 -0.43 3.36
H -4.95 0.05 1.53
H -0.73 -1.42 -1.43
C -0.98 1.42 -1.97
H -5.02 1.71 3.42
C 2.07 -3.13 -0.74
C 0.95 2.56 0.22
H -1.86 0.47 -5.64
N 1.66 -0.96 2.04
H 1.95 2.13 0.01
H 1.12 -0.19 2.45
H 1.84 -1.47 -2.25
C -2.37 2.99 1.64
C -3.27 1.01 0.58
C -3.40 2.92 2.60
H -1.67 3.83 1.64
H 1.30 -4.60 0.76
H -3.49 3.70 3.36
C -1.61 0.76 -4.62
C 0.05 -2.06 -1.01
H -3.08 1.97 -1.79
H 0.89 2.83 1.28
H -1.14 0.02 0.16
C -2.23 1.97 0.70

=====

[7]
Density functional theory data (ωB97M-V/def2-TZVPD) for the molecule C4H5NO at a distorted geometry.

The value obtained for the LUMO energy is 0.655 eV. Its SMILES is O=C1C[C@H]2N[C@@H]12. The total energy is -285.2580 a.u. The HOMO energy comes out at -9.064 eV. Its frontier orbital gap is 0.357 Ha.

Cartesian coordinates (Å):
H 0.43 -1.27 -1.64
H -0.19 1.77 -0.10
C -0.85 -0.60 0.03
C 0.15 -0.35 -1.11
C 1.16 0.22 -0.09
O -1.80 -1.34 0.11
N 0.48 1.34 0.52
C -0.15 0.17 1.08
H -0.18 0.39 -1.84
H -0.26 0.13 2.16
H 1.20 -0.48 0.88

=====

[8]
Density functional theory data (ωB97M-V/def2-TZVPD) for a structure of composition C42H55As2N6O13SSi2TeTi at a distorted geometry.

Its spin multiplicity is 2. The value obtained for the LUMO energy (alpha / beta) is -0.913 / -1.192 eV. The total energy is -9506.4638 a.u. The expectation value of S² is 0.798. The HOMO energy (alpha / beta) comes out at -6.689 / -8.214 eV. Its frontier orbital gap (alpha / beta) is 0.212 / 0.258 Ha.

Cartesian coordinates (Å):
C -5.95 3.20 -0.93
H -0.39 4.26 0.93
C 2.14 4.65 0.06
H -0.13 1.92 3.76
O -0.53 -3.88 -3.92
H -6.08 3.81 -0.03
H -0.23 5.51 -4.43
C -2.35 -1.76 -0.22
H -1.35 5.94 4.76
H 2.30 4.42 1.11
H 0.78 -1.48 2.49
H -3.91 -3.69 1.92
H 3.60 -6.96 0.01
H 3.04 -1.41 6.13
H -4.33 2.39 -3.73
C 4.18 -4.45 1.08
H 0.96 3.27 3.53
C 2.75 -0.94 5.20
O -4.04 -3.72 -2.07
H -0.31 -2.13 -5.58
H 4.73 0.69 1.55
O -0.94 -6.24 -2.20
C -3.05 3.21 3.79
C -3.18 4.43 -1.55
As 1.64 -5.34 0.06
N 0.01 2.43 -2.13
C -1.99 -0.99 -1.46
O 0.95 0.06 0.66
C -0.39 -1.36 -4.81
H -2.15 4.41 0.84
H -6.52 2.27 -0.78
C -0.14 4.65 -3.79
N 1.40 2.29 -0.07
H -6.42 3.73 -1.76
O 1.03 -6.33 -3.18
H -2.82 -5.77 -1.64
O -0.88 -0.30 -1.46
H -3.46 4.87 -2.51
O -5.62 -3.40 -0.54
H 5.90 -0.23 0.57
O 4.45 -1.96 1.73
C -1.31 5.81 3.68
H 3.66 -3.13 -2.51
N 4.14 2.95 -1.95
C -0.58 2.35 -3.33
C 4.97 0.33 0.55
H 2.34 -5.53 3.02
C -4.05 1.79 -2.86
As 1.79 -1.81 -1.35
C 2.82 -2.63 0.13
Te -1.43 1.77 0.79
H -5.75 -2.98 0.31
H 1.37 -2.50 4.69
H -3.92 3.76 3.41
H -2.14 6.37 3.25
H 1.62 5.60 -0.04
H 3.49 -6.09 -1.53
Si -1.42 3.98 3.20
C 1.61 0.82 1.51
C -1.81 -5.59 -1.28
C -1.34 3.87 1.31
C 2.92 -6.59 -0.75
H 5.02 1.16 -0.15
C 2.93 0.88 3.63
C 0.00 2.99 3.96
H 2.99 -1.90 -3.61
H -2.10 4.27 -1.57
H -1.65 -4.51 -1.25
H -4.05 2.20 1.14
O 5.14 -4.57 0.36
N -1.72 -1.53 0.92
Ti 0.55 0.81 -1.00
N 1.89 2.05 1.18
C -4.35 -3.30 -0.99
S 2.33 0.98 -2.85
H -3.12 2.18 3.42
O 3.92 -0.54 0.09
C -3.53 1.85 0.24
H 0.07 3.12 5.04
H -1.98 -2.27 2.78
O -2.75 -1.04 -2.41
H -3.05 1.39 -3.03
C 1.37 3.53 -0.56
C 3.38 2.15 -2.31
C 1.81 -1.56 4.38
C 0.83 -4.65 -1.58
C 0.84 -3.39 -2.01
H -1.15 3.31 -5.15
C 0.10 -3.08 -3.27
H 3.45 -4.76 4.19
H -1.45 -1.16 -4.62
H -3.39 5.18 -0.78
H 3.33 1.84 3.34
O 0.24 -1.79 -3.61
H -0.38 6.25 3.32
H -3.12 3.19 4.88
H 0.13 -0.46 -5.13
C 3.31 0.27 4.81
H 0.99 5.67 -2.28
Si -4.13 2.82 -1.29
O 4.20 -4.94 2.32
H -3.81 0.80 0.10
C 2.91 -3.91 0.48
H 3.11 4.71 -0.43
C 0.29 -5.78 -2.42
H 4.12 -1.42 -2.34
H 4.06 0.74 5.44
H -1.69 -6.01 -0.28
H -0.96 1.38 -3.60
H 2.62 -3.76 2.98
H -4.72 0.93 -2.81
H 2.38 -7.43 -1.19
C 3.31 -2.10 -2.59
C 0.62 3.61 -1.76
C 1.47 -0.99 3.17
C -3.39 -2.70 -0.02
C -3.33 -3.00 1.32
C 0.51 4.75 -2.59
N -2.31 -2.29 1.83
C 2.01 0.24 2.80
C -0.68 3.42 -4.19
C 3.82 -1.70 0.74
C 3.08 -4.73 3.16

=====

[9]
Density functional theory data (ωB97M-V/def2-TZVPD) for a structure of composition C38H91MgN5O3 at a distorted geometry.

The value obtained for the LUMO energy is -15.617 eV. Its charge is +6. The total energy is -2199.6462 a.u. The HOMO energy comes out at -18.831 eV. Its frontier orbital gap is 0.118 Ha.

Cartesian coordinates (Å):
H -0.32 -23.27 3.67
H -3.28 -19.73 -10.34
H 1.80 -10.53 5.93
H 1.57 -11.11 3.42
H 1.93 -8.74 5.77
H 6.86 -19.13 -4.13
H -13.88 -20.09 1.30
H -14.44 -24.76 2.94
H 2.84 -25.83 5.22
H 3.49 -25.72 6.76
H -3.89 -21.15 -12.89
H 6.18 -22.70 -4.54
C 2.74 -25.24 6.13
H 0.29 -8.18 1.79
H 1.36 -24.88 7.71
H 0.54 -21.41 6.69
H -4.73 -21.51 -11.37
C -6.08 -18.02 -13.56
H -13.22 -19.09 0.04
C -0.36 -22.66 4.57
H -5.69 -21.16 -12.82
C -3.25 -19.26 -11.32
H -13.01 -21.47 -0.53
H 5.01 -21.57 -2.70
H -12.23 -20.54 3.66
H -1.33 -21.08 8.92
C 1.09 -10.14 3.27
C -5.71 -19.16 -10.95
C 1.32 -25.35 6.73
H 5.43 -19.79 -6.59
C -12.94 -19.80 0.82
H 3.99 -23.89 5.03
C -13.04 -22.74 1.76
H -1.67 -22.38 7.06
C -4.76 -20.93 -12.29
H 1.85 -11.43 1.24
H -0.20 -8.73 4.46
H 3.88 -20.37 -5.97
H -1.09 -23.86 7.76
H -0.02 -12.25 2.46
H 1.32 -22.71 7.56
H 1.78 -9.33 3.04
H -12.49 -22.67 3.93
H 1.82 -9.74 0.50
C -13.95 -24.21 3.74
C -12.26 -20.98 0.10
H -10.70 -19.77 3.54
C 0.33 -24.80 5.74
H -12.48 -18.29 2.29
H -0.79 -12.48 -1.25
N 0.62 -23.27 5.57
H -10.09 -22.71 -0.20
C -10.87 -21.41 2.19
C 1.26 -9.59 5.83
H -6.67 -19.45 -11.38
O 5.25 -17.42 -5.05
C 4.65 -20.76 -3.33
H -5.55 -19.78 -10.06
H -5.60 -18.12 -10.64
Mg -2.01 -25.16 -4.56
N -11.78 -22.08 1.12
H -0.79 -8.93 0.52
H -6.52 -17.32 -12.84
H 0.12 -10.28 -1.00
C 0.30 -9.70 4.57
H -1.47 -11.20 2.82
H 1.11 -26.40 6.96
H 3.66 -21.11 -3.60
H -13.81 -21.99 1.93
C 4.26 -18.39 -5.31
H -1.40 -8.87 2.14
C -4.63 -18.52 -13.24
H -2.04 -11.32 0.42
H -3.42 -19.11 -3.42
N 0.25 -10.22 1.95
C -1.03 -22.13 9.02
H -3.77 -20.04 -1.96
H -7.72 -18.63 -14.34
H -6.16 -17.40 -14.46
H -10.72 -23.94 0.95
C -10.98 -23.12 0.27
H -0.73 -24.94 5.94
H 0.53 -25.29 4.78
C 1.26 -10.63 0.80
H 0.11 -21.73 4.24
H 3.42 -23.31 6.65
H -4.02 -17.66 -12.95
H -4.16 -19.11 -14.02
H 3.73 -18.09 -6.22
H -2.42 -19.60 -11.94
H 1.53 -11.24 -1.12
H -14.60 -23.51 4.25
H -0.42 -10.47 4.80
O -2.57 -20.97 -3.42
N 5.48 -20.70 -4.62
H -11.67 -23.52 -0.48
C -0.69 -11.47 2.10
C 6.85 -20.18 -4.43
C 5.45 -22.17 -5.15
H 4.62 -19.74 -2.94
C 0.46 -22.47 6.94
N -4.63 -19.43 -11.98
C -0.29 -12.24 -0.31
O -6.98 -19.10 -13.95
H -10.06 -21.06 1.55
H -1.82 -22.68 9.53
H 5.68 -22.11 -6.21
C -11.50 -20.19 2.93
H -11.09 -18.63 1.48
H -13.57 -23.32 1.00
C -0.48 -8.92 1.56
C 4.79 -19.84 -5.71
H 7.36 -20.78 -3.68
H -0.11 -22.03 9.58
H 0.61 -9.36 6.68
H -11.35 -20.78 -0.46
H -3.16 -18.18 -11.22
H -1.36 -22.53 4.99
C -0.88 -22.79 7.69
H 4.42 -22.52 -5.09
H -2.28 -19.31 -2.09
H -11.87 -24.03 3.04
C -11.97 -19.16 1.86
H -13.61 -25.04 4.38
H 0.34 -13.13 -0.18
H -10.42 -22.17 2.83
C 0.64 -11.10 -0.50
C 2.06 -23.14 4.97
H -1.85 -12.93 0.99
H 2.01 -23.77 4.08
H 7.34 -20.43 -5.37
C -1.29 -12.02 0.80
C -3.01 -19.83 -2.71
H 3.51 -18.48 -4.53
C 3.16 -23.84 5.74
H 2.32 -22.18 4.52
C -12.76 -23.42 3.19
H 5.42 -17.29 -4.12

=====

[10]
Density functional theory data (ωB97M-V/def2-TZVPD) for the molecule C11H15ClIO3PS at a distorted geometry.

The value obtained for the LUMO energy is -0.133 eV. The total energy is -2151.2913 a.u. The HOMO energy comes out at -7.227 eV. Its frontier orbital gap is 0.261 Ha.

Cartesian coordinates (Å):
C -1.17 -2.38 1.05
C -0.58 2.24 -0.86
H -2.63 2.77 -1.04
H 2.12 -3.69 -0.46
H 2.16 -1.76 1.08
C 0.00 -3.93 -0.35
H -0.03 -4.76 -1.04
H -2.13 -3.93 -0.04
H -2.99 1.22 -3.13
H -1.23 1.28 -3.25
C 0.00 -0.56 2.27
H -2.09 -2.01 1.48
O 0.19 -0.66 3.46
C 1.21 -3.32 -0.03
H -2.20 2.77 -3.29
I 2.38 4.13 1.92
H 0.02 2.41 -1.76
C 0.03 -1.75 1.36
H 3.03 0.43 1.31
C -2.10 1.78 -2.85
C -2.02 1.92 -1.33
S 0.33 0.97 -0.01
H -0.55 3.18 -0.31
O 2.93 1.38 1.47
H -1.37 1.00 1.69
Cl -2.77 0.50 -0.55
H 3.46 0.48 -1.01
H 0.21 1.56 2.30
C 1.22 -2.23 0.83
O 3.58 1.44 -0.93
P 2.46 2.16 0.13
C -1.18 -3.46 0.19
C -0.30 0.82 1.68